(1)
{
  "formula": "C42H54BrN5O3Si3Zr",
  "method": "the ωB97M-V functional and the def2-TZVPD basis",
  "charge": 0,
  "gap_ev": 4.65,
  "max_force_ha_per_bohr": 0.010,
  "e_tot_ha": -5622.141962,
  "elements": ["Zr", "N", "C", "C", "C", "N", "H", "H", "H", "H", "H", "H", "H", "H", "H", "H", "C", "Si", "C", "C", "C", "C", "C", "C", "C", "Si", "C", "C", "H", "H", "H", "H", "H", "H", "H", "H", "H", "H", "H", "H", "H", "H", "H", "H", "Br", "C", "C", "N", "C", "C", "C", "C", "O", "O", "H", "H", "H", "N", "C", "N", "C", "C", "C", "C", "C", "C", "H", "H", "H", "H", "H", "H", "C", "C", "C", "C", "Si", "O", "C", "C", "C", "C", "C", "C", "C", "C", "C", "C", "C", "C", "H", "H", "H", "H", "H", "H", "H", "H", "H", "H", "H", "H", "H", "H", "H", "H", "H", "H", "H"],
  "positions_angstrom": [[0.058787, 0.083615, 0.189885], [2.195233, 1.044929, 0.259987], [3.456844, 0.266692, 0.179584], [3.412361, -1.049274, 0.946268], [2.788432, -2.205967, 0.176413], [1.311021, -2.141928, 0.119138], [2.215437, 1.800145, -0.422389], [2.126573, 1.498420, 1.173346], [4.270752, 0.884488, 0.563580], [3.661547, 0.074502, -0.875039], [2.924693, -0.912817, 1.916543], [4.445954, -1.329065, 1.164048], [3.102719, -3.149452, 0.628705], [3.156171, -2.201811, -0.849551], [0.944417, -2.490570, 1.002148], [0.991067, -2.770231, -0.613380], [1.474673, 4.002608, 3.957763], [0.029723, 2.945217, 3.384461], [-1.030997, 2.310551, 4.792824], [-1.055502, 4.038531, 2.293827], [-1.505508, 5.138362, 3.042417], [-2.355128, 6.097973, 2.522522], [-2.781216, 5.975084, 1.208117], [-2.338047, 4.904113, 0.451892], [-1.473365, 3.919775, 0.956506], [-0.937911, 2.624275, -0.351167], [0.251061, 3.597698, -1.480594], [-2.547512, 2.303357, -1.341407], [1.452395, 4.168030, 5.036945], [1.471641, 4.974814, 3.462841], [2.421926, 3.509694, 3.730423], [-0.445453, 1.831827, 5.577568], [-1.723768, 1.563347, 4.397860], [-1.618055, 3.120417, 5.231846], [-1.178803, 5.256368, 4.073391], [-2.679773, 6.930359, 3.134235], [-3.447333, 6.710424, 0.773826], [-2.677279, 4.834530, -0.576881], [-0.249206, 4.459251, -1.932646], [0.647532, 2.978353, -2.287938], [1.092175, 3.989487, -0.899743], [-2.735209, 3.074209, -2.095236], [-3.410543, 2.298377, -0.668908], [-2.534489, 1.344041, -1.861105], [2.152648, -3.840937, 5.959130], [2.030054, -1.968383, 5.599633], [2.545033, -1.079482, 6.537243], [2.490722, 0.235709, 6.285351], [1.935377, 0.678412, 5.182461], [1.329811, -0.152557, 4.169883], [1.444593, -1.564222, 4.431509], [0.698666, 0.285312, 3.037626], [0.401287, -0.561861, 2.025235], [0.586573, 1.614205, 2.532373], [3.008753, -1.411858, 7.454774], [1.960536, 1.753847, 5.046402], [1.035978, -2.285356, 3.737742], [-3.104467, -0.263243, 2.818531], [-2.657764, 0.363127, 1.714367], [-2.170752, -0.475377, 0.822835], [-2.305211, -1.743032, 1.394098], [-1.921374, -2.989901, 0.904596], [-2.107336, -4.077350, 1.734750], [-2.663167, -3.936283, 3.014688], [-3.063281, -2.707869, 3.500781], [-2.871062, -1.618218, 2.660801], [-3.463785, 0.199508, 3.636103], [-2.679739, 1.438751, 1.606791], [-1.517116, -3.100763, -0.095273], [-1.821514, -5.064380, 1.396019], [-2.777716, -4.815265, 3.634462], [-3.483808, -2.601040, 4.491398], [-0.137399, -0.515090, -6.015427], [0.043903, 0.265846, -4.707257], [-1.179858, 1.159400, -4.482927], [1.284246, 1.154741, -4.847891], [0.173538, -0.950503, -3.260074], [0.234188, -0.194004, -1.807852], [1.760530, -1.979470, -3.351897], [2.986853, -1.302041, -3.372027], [4.196365, -1.980730, -3.385470], [4.212015, -3.369519, -3.351912], [3.013242, -4.063759, -3.306441], [1.805884, -3.373310, -3.314756], [-1.331365, -2.074709, -3.272460], [-2.394826, -1.835111, -2.402333], [-3.538065, -2.624837, -2.418542], [-3.641586, -3.675144, -3.318159], [-2.599949, -3.926951, -4.202433], [-1.462665, -3.133916, -4.177525], [-0.155611, 0.182993, -6.859279], [-1.076822, -1.070704, -6.031693], [0.682387, -1.218232, -6.190721], [-1.307497, 1.832997, -5.337534], [-1.066085, 1.775531, -3.589694], [-2.099172, 0.576694, -4.379866], [1.090893, 1.931629, -5.595469], [2.152053, 0.587133, -5.186346], [1.543917, 1.660122, -3.914064], [3.001675, -0.218117, -3.371659], [5.128369, -1.429200, -3.413515], [5.153396, -3.903982, -3.356690], [3.013665, -5.146233, -3.273760], [0.883354, -3.941923, -3.283877], [-2.344061, -1.012723, -1.693910], [-4.346513, -2.417555, -1.728083], [-4.529909, -4.293748, -3.333790], [-2.674344, -4.742420, -4.911098], [-0.664672, -3.347415, -4.880777]],
  "forces_ev_per_a": [[0.351, -0.195, -0.316], [-0.175, 0.176, -0.040], [-0.030, -0.011, -0.002], [0.069, -0.001, 0.026], [-0.016, 0.028, -0.002], [-0.212, -0.017, -0.015], [0.023, -0.017, 0.001], [0.002, -0.028, 0.024], [0.016, 0.007, 0.000], [-0.028, -0.021, -0.017], [-0.006, 0.000, -0.010], [-0.004, -0.001, -0.006], [0.004, -0.007, 0.020], [0.015, -0.007, -0.027], [-0.017, 0.032, 0.001], [0.047, 0.010, -0.028], [-0.037, -0.051, -0.003], [-0.126, -0.115, -0.011], [0.003, 0.108, -0.093], [0.040, -0.051, 0.111], [-0.021, 0.061, 0.054], [0.001, -0.013, -0.023], [0.021, -0.003, 0.031], [-0.041, 0.035, -0.047], [-0.037, -0.003, -0.133], [0.062, -0.156, 0.051], [-0.101, 0.049, 0.078], [-0.006, 0.125, -0.004], [-0.006, 0.004, -0.003], [-0.020, -0.008, 0.000], [-0.007, 0.005, -0.008], [0.042, -0.006, -0.013], [0.012, 0.007, 0.013], [0.019, -0.012, 0.007], [-0.001, -0.012, -0.014], [0.002, -0.003, -0.001], [0.001, -0.001, 0.003], [0.017, -0.005, 0.019], [0.006, -0.007, -0.004], [-0.002, -0.030, -0.007], [0.012, -0.014, -0.007], [-0.002, -0.004, 0.009], [0.012, -0.019, 0.002], [0.050, -0.004, 0.012], [-0.002, 0.039, -0.009], [0.029, -0.030, 0.038], [-0.016, -0.009, -0.033], [0.034, -0.022, 0.063], [-0.056, 0.015, -0.090], [0.202, 0.097, 0.063], [-0.027, 0.039, 0.002], [-0.385, -0.190, -0.081], [0.177, -0.089, -0.075], [0.267, 0.224, 0.237], [-0.005, 0.001, -0.003], [-0.007, -0.010, 0.008], [-0.001, 0.015, -0.006], [0.000, 0.110, -0.051], [-0.049, -0.039, 0.080], [0.162, 0.191, -0.131], [0.030, -0.020, -0.046], [-0.014, -0.015, -0.008], [0.025, 0.004, -0.045], [-0.028, -0.005, 0.040], [-0.005, -0.015, 0.000], [-0.005, -0.077, 0.023], [-0.017, -0.020, 0.009], [-0.009, -0.001, 0.004], [-0.013, 0.006, 0.033], [0.003, 0.012, -0.015], [-0.008, 0.016, 0.013], [0.003, 0.001, -0.004], [-0.007, -0.002, -0.026], [0.041, -0.064, -0.003], [0.000, 0.022, 0.024], [-0.003, 0.043, -0.007], [0.214, -0.047, 0.276], [-0.414, 0.042, 0.188], [-0.035, 0.105, -0.086], [0.039, 0.015, -0.029], [0.012, -0.030, 0.028], [0.007, 0.028, 0.008], [-0.006, -0.013, -0.011], [-0.040, -0.057, 0.032], [0.070, -0.028, -0.088], [-0.074, 0.057, 0.086], [-0.006, -0.027, -0.018], [0.024, 0.013, 0.011], [-0.020, -0.020, 0.016], [-0.005, -0.022, -0.028], [0.001, -0.002, 0.006], [0.008, -0.011, 0.018], [-0.005, 0.000, 0.010], [-0.004, -0.013, -0.001], [-0.004, -0.007, -0.017], [0.004, 0.001, 0.015], [0.005, -0.001, 0.004], [-0.009, 0.009, -0.010], [-0.008, -0.003, 0.016], [0.008, -0.032, 0.005], [-0.008, 0.004, 0.002], [-0.006, -0.003, -0.001], [0.004, 0.004, 0.006], [0.002, -0.001, 0.009], [0.013, -0.043, -0.072], [0.001, 0.003, 0.001], [0.002, 0.003, -0.002], [-0.006, 0.004, 0.004], [-0.013, 0.021, -0.007]]
}



(2)
{
  "formula": "C42H54Cl2FN9O3",
  "method": "the ωB97M-V functional and the def2-TZVPD basis",
  "charge": 0,
  "gap_ev": 8.11,
  "smiles": "C[C@H](Cl)[C@@H](Cl)OC(=O)OCCF.c1cc[nH]c1.c1cc[nH]c1.c1cc[nH]c1.c1cc[nH]c1.c1cc[nH]c1.c1cc[nH]c1.c1cc[nH]c1.c1cc[nH]c1.c1cc[nH]c1",
  "max_force_ha_per_bohr": 0.078,
  "e_tot_ha": -3371.466894,
  "elements": ["C", "C", "Cl", "C", "Cl", "O", "C", "O", "O", "C", "C", "F", "H", "H", "H", "H", "H", "H", "H", "H", "H", "C", "C", "C", "N", "C", "H", "H", "H", "H", "H", "C", "C", "C", "N", "C", "H", "H", "H", "H", "H", "C", "C", "C", "N", "C", "H", "H", "H", "H", "H", "C", "C", "C", "N", "C", "H", "H", "H", "H", "H", "C", "C", "C", "N", "C", "H", "H", "H", "H", "H", "C", "C", "C", "N", "C", "H", "H", "H", "H", "H", "C", "C", "C", "N", "C", "H", "H", "H", "H", "H", "C", "C", "C", "N", "C", "H", "H", "H", "H", "H", "C", "C", "C", "N", "C", "H", "H", "H", "H", "H"],
  "positions_angstrom": [[1.426929, -2.754104, -1.287289], [2.430536, -2.631230, -2.456325], [2.857754, -4.270569, -3.104562], [3.732454, -1.837586, -2.035698], [3.957663, -0.466984, -3.215173], [3.521720, -1.388634, -0.720613], [4.684478, -1.106128, -0.041572], [5.029750, -1.765786, 0.830502], [5.385364, 0.010677, -0.415484], [4.870705, 1.122276, 0.372339], [3.618902, 1.750650, -0.304013], [2.669179, 2.047529, 0.666236], [1.021513, -1.748584, -1.106495], [1.854106, -3.232719, -0.398953], [0.604060, -3.395573, -1.645545], [1.997377, -2.047442, -3.279276], [4.587850, -2.517165, -2.148864], [4.586259, 0.799748, 1.390984], [5.661477, 1.873976, 0.501215], [3.166082, 1.091003, -1.055932], [3.952483, 2.653520, -0.842957], [-3.469306, -2.733340, -4.232516], [-2.248661, -3.116439, -4.846498], [-1.470580, -3.701324, -3.880444], [-2.172530, -3.684663, -2.705960], [-3.393245, -3.099228, -2.914133], [-4.307062, -2.246268, -4.704095], [-1.972176, -2.978659, -5.879496], [-0.480649, -4.126708, -3.927188], [-1.843544, -4.045594, -1.828002], [-4.100048, -2.995531, -2.108418], [-5.346672, -0.279070, 1.459113], [-4.557801, 0.787618, 0.954628], [-3.757253, 0.270562, -0.030821], [-4.027813, -1.065112, -0.138403], [-4.999136, -1.407614, 0.763091], [-6.085057, -0.223848, 2.242200], [-4.576730, 1.816565, 1.277931], [-3.018768, 0.734741, -0.664257], [-3.582435, -1.696126, -0.780725], [-5.356857, -2.422123, 0.831839], [8.300636, 3.530551, -3.359270], [8.443077, 2.804045, -2.147504], [7.495957, 1.813246, -2.151376], [6.784777, 1.916481, -3.316357], [7.272458, 2.957032, -4.059704], [8.886792, 4.376229, -3.680383], [9.159607, 2.987070, -1.363120], [7.266585, 1.047163, -1.429995], [6.022243, 1.319762, -3.585011], [6.845796, 3.199029, -5.018931], [2.698278, -2.688270, 2.571455], [3.329810, -3.643633, 3.411512], [2.524402, -3.822252, 4.503990], [1.430857, -3.009112, 4.360063], [1.527867, -2.318131, 3.181196], [3.059788, -2.318945, 1.632080], [4.268552, -4.142097, 3.232673], [2.633448, -4.454000, 5.369639], [0.674962, -2.931368, 5.016620], [0.759250, -1.624664, 2.881447], [-1.927408, 5.067402, -0.945561], [-0.539770, 4.891136, -0.698940], [-0.380115, 3.657565, -0.122388], [-1.617883, 3.084579, -0.008007], [-2.565313, 3.935459, -0.512191], [-2.402197, 5.926477, -1.390815], [0.250909, 5.589875, -0.919858], [0.503188, 3.140417, 0.216140], [-1.802846, 2.178411, 0.385486], [-3.608116, 3.662235, -0.516720], [1.238644, -1.582775, -8.623334], [0.490904, -0.827008, -7.680077], [0.650513, -1.428921, -6.460314], [1.459143, -2.517666, -6.629466], [1.827637, -2.616998, -7.943486], [1.334262, -1.388068, -9.679108], [-0.095136, 0.056333, -7.875325], [0.259524, -1.179546, -5.487222], [1.737902, -3.145782, -5.896406], [2.472681, -3.411736, -8.279295], [5.480342, -1.968571, 8.552124], [5.038001, -1.675272, 7.234118], [3.759500, -2.150917, 7.117024], [3.412967, -2.723897, 8.312009], [4.455631, -2.612187, 9.193102], [6.440980, -1.732569, 8.980333], [5.595262, -1.172096, 6.460804], [3.069731, -2.132393, 6.292129], [2.530609, -3.158629, 8.512110], [4.377625, -3.000289, 10.195051], [-4.876495, 6.726260, 0.784460], [-5.549080, 7.897981, 1.224491], [-4.736817, 8.515556, 2.138041], [-3.602104, 7.760311, 2.269806], [-3.677434, 6.671425, 1.444750], [-5.232405, 6.006928, 0.064436], [-6.517944, 8.247083, 0.905915], [-4.867084, 9.422690, 2.704477], [-2.832141, 7.973104, 2.877871], [-2.875541, 5.954660, 1.400154], [-10.244429, -1.132739, 3.672838], [-8.923568, -0.889972, 3.211314], [-8.691271, -1.748109, 2.169091], [-9.818454, -2.502296, 1.986206], [-10.771156, -2.129801, 2.895608], [-10.750030, -0.631547, 4.482067], [-8.224831, -0.166990, 3.600322], [-7.824744, -1.887777, 1.544498], [-9.929755, -3.218235, 1.291271], [-11.737345, -2.605953, 2.911070]],
  "forces_ev_per_a": [[-0.180, -0.385, -1.069], [0.045, 0.641, 0.566], [-0.026, 0.621, 0.131], [-1.083, -0.823, -0.557], [0.026, -0.362, 0.280], [0.860, 0.345, -0.920], [-0.026, 2.032, -2.039], [1.188, -2.521, 2.917], [-1.084, 0.227, 0.168], [-0.698, 0.566, 0.132], [0.897, -0.040, -0.450], [0.197, 0.150, -0.183], [0.164, -0.374, 0.336], [-0.039, 0.393, -0.195], [0.243, 0.323, 0.139], [-0.064, -0.553, 0.177], [0.020, 0.528, 0.283], [0.140, -0.145, -0.438], [-0.064, -0.474, -0.376], [0.142, 0.009, 0.448], [-0.507, -0.017, 0.410], [-0.040, 0.019, 0.078], [0.089, -0.041, -0.014], [0.069, 0.041, -0.011], [0.014, 0.017, 0.010], [0.041, 0.027, 0.064], [0.022, -0.016, 0.016], [0.007, 0.001, 0.031], [-0.034, -0.019, -0.028], [-0.039, -0.043, -0.067], [-0.122, -0.133, -0.131], [-0.040, -0.090, 0.026], [0.081, 0.067, -0.034], [0.130, 0.007, -0.018], [-0.042, 0.010, 0.102], [0.036, -0.018, 0.002], [0.018, 0.008, -0.026], [-0.026, -0.025, -0.008], [-0.091, -0.016, -0.076], [0.001, 0.170, -0.003], [0.009, 0.027, 0.033], [-0.004, 0.039, -0.071], [-0.017, -0.030, 0.045], [-0.052, -0.021, 0.077], [0.046, 0.062, -0.015], [-0.067, -0.004, -0.019], [-0.016, -0.026, 0.002], [-0.013, -0.016, -0.024], [0.045, 0.000, -0.049], [0.074, -0.028, 0.053], [0.027, 0.015, 0.026], [-0.310, 0.027, 0.090], [0.021, -0.080, 0.051], [-0.090, -0.107, -0.058], [0.013, -0.046, -0.022], [-0.030, 0.037, 0.026], [-0.034, -0.049, 0.029], [-0.015, 0.036, 0.008], [0.044, 0.007, -0.039], [0.020, -0.017, -0.065], [0.040, 0.002, 0.004], [-0.028, -0.055, -0.126], [0.048, -0.036, 0.020], [0.055, -0.066, 0.073], [0.056, 0.035, -0.060], [-0.071, -0.069, -0.006], [-0.003, -0.020, 0.037], [-0.018, -0.023, 0.003], [-0.016, 0.048, 0.000], [0.001, 0.080, 0.054], [0.019, 0.028, -0.005], [0.051, -0.053, 0.001], [-0.010, 0.023, 0.018], [-0.050, 0.048, 0.123], [0.044, -0.014, 0.038], [-0.006, -0.041, -0.026], [0.001, -0.008, 0.029], [0.020, -0.022, 0.011], [-0.049, 0.012, -0.053], [0.044, -0.011, -0.051], [-0.028, 0.027, -0.015], [-0.004, -0.016, 0.067], [-0.032, 0.015, -0.036], [-0.039, 0.040, 0.058], [0.059, 0.066, -0.016], [-0.016, -0.070, 0.057], [-0.029, -0.008, -0.005], [-0.025, -0.019, 0.012], [0.078, 0.053, -0.013], [0.052, 0.044, 0.014], [0.031, 0.010, -0.027], [0.057, -0.039, -0.014], [-0.031, 0.064, 0.022], [0.018, 0.041, 0.075], [-0.105, 0.013, -0.071], [0.079, -0.018, 0.165], [0.016, 0.022, 0.011], [0.029, -0.002, 0.010], [-0.023, -0.022, -0.029], [-0.034, -0.016, -0.051], [-0.035, 0.016, -0.040], [-0.074, -0.015, 0.014], [0.078, -0.008, -0.046], [0.040, -0.084, -0.031], [-0.003, 0.065, 0.038], [-0.032, -0.069, -0.008], [0.009, -0.011, -0.028], [-0.032, -0.008, -0.009], [-0.026, 0.053, 0.007], [-0.002, 0.056, 0.030], [0.021, 0.028, 0.023]]
}